Molecular formula: C12H24F12MgN2O12S4
Method: DFT, the ωB97M-V functional and the def2-TZVPD basis

Geometry as XYZ:
```
67
Properties=species:S:1:pos:R:3:forces:R:3:mulliken_charge:R:1
Mg -0.871 -2.519 0.651 -0.5061 -0.5238 -1.5836 0.903
C 1.455 -0.247 2.805 0.4924 -1.8325 -0.9039 0.662
F 2.306 -1.259 2.554 -0.1200 0.6941 -0.4782 -0.242
F 0.684 -0.652 3.770 -1.1210 -0.0399 0.2949 -0.144
F 2.111 0.785 3.189 0.7698 1.6260 0.0160 -0.134
S 0.417 0.155 1.210 -1.7548 0.2507 0.8620 0.004
O -0.967 0.204 1.696 1.1955 -0.6404 -0.6043 -0.585
O 0.893 1.357 0.572 -0.0122 -1.5709 0.5538 -0.256
N 0.501 -1.358 0.330 3.3724 5.0853 0.5417 0.000
S 1.651 -1.201 -0.789 3.9636 -0.4728 -3.8541 0.891
O 2.763 -0.215 -0.624 -3.4550 -1.8913 0.3587 -0.535
O 2.129 -2.527 -1.192 -1.5107 1.1632 0.8067 -0.666
C 0.542 -0.588 -2.369 2.9597 -2.4128 1.9442 0.695
F 1.385 -0.407 -3.382 -0.8891 0.3798 0.4425 -0.210
F -0.316 -1.585 -2.674 0.0452 0.8417 0.0522 -0.233
F -0.051 0.485 -1.950 -0.9573 1.0007 -0.7629 -0.160
C -0.637 -5.656 2.927 -1.2305 -1.0759 -0.9487 0.692
F 0.034 -6.298 3.841 -0.2714 0.1694 0.6642 -0.177
F -0.185 -6.210 1.729 -1.0262 1.9043 1.3935 -0.231
F -1.995 -5.898 3.013 2.3266 0.3650 -0.1944 -0.200
S -0.263 -3.747 3.196 4.6179 -1.1785 -2.0551 0.855
O 0.023 -3.486 4.593 -1.1412 -0.4094 -2.2615 -0.508
O 0.870 -3.540 2.247 -2.3406 -0.4845 1.0213 -0.710
N -1.521 -2.948 2.307 1.6176 -3.0762 2.7541 0.107
S -2.379 -2.549 3.521 -6.5831 3.6112 4.3313 0.727
O -2.703 -3.602 4.476 0.5633 0.4388 -1.9487 -0.557
O -2.005 -1.284 4.096 0.3572 -0.6161 -0.4819 -0.552
C -4.084 -2.035 2.707 1.6202 -1.0507 1.5862 0.531
F -4.510 -3.042 1.929 -0.4744 0.5524 0.2114 -0.238
F -4.918 -1.787 3.745 0.5850 -0.3187 -1.6111 -0.204
F -3.913 -0.941 1.970 -0.4353 -0.0602 0.0424 -0.179
C 2.853 3.991 -0.989 -0.2768 0.4046 0.4342 -0.460
C 3.811 4.680 0.031 -1.1855 -0.9045 -0.2346 -0.156
O 4.449 5.794 -0.524 0.8114 0.3927 -0.5327 -0.541
H 2.145 3.288 -0.549 0.3767 -0.2661 0.3872 -0.076
H 3.403 3.469 -1.772 0.1558 0.0588 0.1166 0.307
H 2.182 4.694 -1.482 0.2241 0.4503 -0.0578 0.337
H 4.518 3.916 0.353 0.4135 0.3220 -0.1073 0.256
H 3.341 5.057 0.939 -0.6124 -0.5436 0.1356 0.108
H 3.828 6.523 -0.460 0.0982 0.0724 -0.1373 0.306
C -3.312 -0.080 -1.965 -0.2029 -0.0267 -0.8162 -1.346
C -3.211 -1.396 -1.205 -1.6004 2.2037 -0.4983 -0.258
O -2.130 -1.279 -0.304 0.0768 -1.4380 -0.0115 0.492
H -2.447 0.153 -2.585 -0.2976 -0.3574 -0.3920 0.153
H -3.459 0.829 -1.382 0.0765 -0.2937 0.8159 0.430
H -4.262 -0.166 -2.494 0.2613 0.1863 -0.7285 0.449
H -3.200 -2.249 -1.884 0.5839 -0.0555 0.3774 0.477
H -4.152 -1.348 -0.657 -0.0215 -1.0056 0.3783 0.238
H -2.285 -0.434 0.124 0.5328 0.3920 0.7093 -0.072
C 0.671 -2.268 -7.353 0.6264 -0.8018 0.2979 -1.224
C 1.176 -0.971 -6.716 1.1533 -1.6517 -2.2733 -0.045
O 0.176 -0.353 -6.063 -2.4360 1.3630 1.7293 -0.500
H 0.257 -2.965 -6.625 -0.5639 0.3734 0.2385 0.302
H 1.512 -2.874 -7.690 0.3507 0.3181 -0.3642 0.372
H 0.003 -2.155 -8.207 -0.1294 0.2620 0.2489 0.300
H 1.474 -0.337 -7.551 0.7001 0.0439 -0.0578 0.296
H 2.021 -1.213 -6.072 0.2568 0.1356 0.0808 0.207
H 0.342 0.592 -6.025 -0.0118 -0.0274 0.0958 0.308
C -0.036 3.560 3.483 -0.2443 0.3831 0.0478 -1.009
C 0.571 4.781 2.777 -0.2467 -1.5535 1.1511 0.206
O 1.325 5.426 3.767 0.7201 0.6911 0.4331 -0.533
H 0.678 2.919 4.000 0.4878 0.1707 -0.3922 0.192
H -0.583 2.946 2.767 -0.2743 0.0240 0.1680 0.186
H -0.656 3.925 4.302 -0.4640 -0.0997 -0.2211 0.426
H -0.230 5.461 2.483 -0.0072 -0.2356 -0.7267 0.313
H 1.218 4.382 1.997 -0.1372 0.5103 -0.5791 -0.080
H 1.563 6.298 3.442 0.1483 0.0747 0.0959 0.294
```
Forces are in eV/Å.

Output
**F_max**: 8.67 eV/A
**Relative energy (zero: lowest compared OMol25 entry of this formula, charge and spin)**: 0.0 kJ/mol
**Frontier orbital gap**: 8.711 eV
**Total energy**: -121773.7302 eV